Entry from OMol25: a cluster of 3 separate species, C8H21N2O4P in total (ωB97M-V with the def2-TZVPD basis set).

```
36
Properties=species:S:1:pos:R:3:forces:R:3
C 1.4572 1.5404 3.5248 -1.033 0.659 -0.147
C 0.2172 1.7279 2.6021 1.993 0.290 -0.811
O -0.4639 2.9358 2.9758 -1.505 -1.143 0.557
P -1.7854 2.7628 3.9973 0.318 0.442 1.014
O -2.1339 1.1305 4.2283 0.318 1.218 -0.642
H 1.9993 2.5005 3.4965 -0.081 -0.414 0.111
H 2.1314 0.7455 3.1859 -0.351 0.041 0.151
H 1.0821 1.3935 4.5490 0.450 -0.201 -0.187
H -0.4040 0.8395 2.5139 -0.074 0.326 0.325
H 0.6183 1.9036 1.5894 -0.397 -0.060 0.275
H -2.8807 3.1591 3.1352 0.437 -0.567 -0.292
H -2.4660 0.7183 3.4280 -0.120 -0.272 -0.182
C 0.0049 -2.3698 -0.5785 0.029 0.116 0.035
C 0.0309 -1.7167 0.7773 0.066 0.143 0.070
O 0.2490 -0.5186 0.9184 -0.020 -0.353 -0.206
N -0.1979 -2.4980 1.8661 0.006 0.080 -0.315
C -0.4733 -3.9215 1.9089 0.027 0.277 0.419
H 0.2033 -1.6218 -1.3401 -0.017 -0.032 0.024
H 0.7738 -3.1410 -0.6436 -0.117 -0.095 -0.040
H -0.9769 -2.8051 -0.7708 0.081 -0.130 -0.051
H -0.1635 -1.9920 2.7374 0.019 -0.050 0.036
H -1.4435 -4.0813 2.3831 0.009 -0.194 -0.080
H 0.2949 -4.4135 2.5084 -0.067 -0.178 -0.086
H -0.4851 -4.3580 0.9158 0.017 0.085 -0.014
C 1.1356 0.2428 -5.2725 0.047 -0.038 -0.074
C 0.2987 -0.0823 -4.0628 -0.157 -0.160 0.235
O 0.0424 -1.2337 -3.7410 0.055 0.005 -0.085
N -0.1729 0.9539 -3.3216 0.170 -0.084 -0.319
C 0.0201 2.3753 -3.5352 -0.257 -0.181 0.410
H 1.4349 -0.6835 -5.7548 -0.067 -0.030 0.096
H 0.5591 0.8348 -5.9848 0.115 0.099 0.012
H 2.0340 0.7869 -4.9773 -0.049 0.104 -0.097
H -0.7219 0.6609 -2.5288 0.016 0.049 0.053
H 0.5108 2.8020 -2.6585 0.038 0.160 -0.119
H -0.9547 2.8514 -3.6574 0.107 0.164 -0.080
H 0.6256 2.5715 -4.4140 -0.008 -0.078 0.004
```
Forces are in eV/Å.

Computed properties:
- Maximum force: 2.17 eV Å⁻¹
- LUMO: 0.5 eV
- Charge: 0
- SMILES: CNC(C)=O.CNC(C)=O.CCOPO
- Highest occupied orbital energy: -8.3994 eV
- Energy above the lowest of the compared OMol25 structures with the same formula, charge and spin: 0.0 kcal per mole

Here are the Löwdin charges for atoms 1 to 2, given in e: -0.072 -0.350